{"formula": "C27H44O24", "method": "the ωB97M-V functional and the def2-TZVPD basis", "smiles": "C[C@H]1COC(=O)O1.C[C@H]1COC(=O)O1.CCOC(=O)OC.COC(=O)OC.COC(=O)OC.O=C1OCCO1.O=C1OCCO1.O=C1OCCO1", "de_lowest_kj_mol": 0.00, "total_charge": 0, "gap_ev": 10.5754, "species": ["C", "C", "C", "O", "C", "O", "O", "H", "H", "H", "H", "H", "H", "C", "C", "C", "O", "C", "O", "O", "H", "H", "H", "H", "H", "H", "C", "C", "O", "C", "O", "O", "C", "H", "H", "H", "H", "H", "H", "H", "H", "C", "O", "C", "O", "O", "C", "H", "H", "H", "H", "H", "H", "C", "O", "C", "O", "O", "C", "H", "H", "H", "H", "H", "H", "O", "C", "O", "C", "C", "O", "H", "H", "H", "H", "O", "C", "O", "C", "C", "O", "H", "H", "H", "H", "O", "C", "O", "C", "C", "O", "H", "H", "H", "H"], "positions_angstrom": [[-1.377509, -5.810161, -3.337650], [-1.280217, -5.812882, -1.831567], [0.104879, -5.515260, -1.243801], [0.044927, -4.154566, -0.845815], [-1.208425, -3.686712, -1.000336], [-1.513123, -2.566377, -0.807961], [-2.036976, -4.650912, -1.402656], [-0.913599, -6.669657, -3.831094], [-0.937017, -4.906253, -3.747892], [-2.426728, -5.873691, -3.633278], [-1.737341, -6.715511, -1.434885], [0.899739, -5.691896, -1.963318], [0.285173, -6.128529, -0.357851], [2.248780, 5.583165, -1.924519], [1.010904, 4.705244, -1.781399], [-0.087737, 4.977581, -2.812190], [-0.564240, 3.676277, -3.169648], [0.306810, 2.756109, -2.727975], [0.214968, 1.596100, -2.930000], [1.330745, 3.339333, -2.076215], [2.512550, 5.806500, -2.954703], [3.072209, 5.076838, -1.420533], [2.056923, 6.509993, -1.380079], [0.625009, 4.837148, -0.770608], [0.325082, 5.499401, -3.679998], [-0.895584, 5.591411, -2.420000], [-5.150533, 0.070268, -0.983460], [-5.612895, 0.676240, 0.314281], [-6.659593, 1.633964, 0.063626], [-6.738965, 2.786674, 0.696209], [-7.691967, 3.494589, 0.599302], [-5.648639, 3.066731, 1.417992], [-5.588200, 4.383765, 1.947060], [-4.377632, -0.679627, -0.806829], [-4.769285, 0.796518, -1.698309], [-5.959791, -0.481190, -1.477805], [-4.729413, 1.165343, 0.729436], [-5.908566, -0.065524, 1.055094], [-6.128650, 4.458008, 2.891405], [-6.050999, 5.115402, 1.279101], [-4.543104, 4.659796, 2.051297], [4.961459, -4.005769, -3.873870], [4.202577, -2.879926, -3.415692], [3.026985, -2.673990, -3.998248], [2.625719, -3.260510, -4.961634], [2.409934, -1.706667, -3.353031], [1.169232, -1.213168, -3.907004], [4.325813, -4.889443, -3.938630], [5.759878, -4.168971, -3.157534], [5.407135, -3.834829, -4.854914], [0.726915, -0.704579, -3.061281], [0.506545, -2.010583, -4.223003], [1.411090, -0.468544, -4.657301], [0.381978, -4.206192, 2.449990], [1.748851, -4.474739, 2.677634], [2.699347, -3.879603, 1.967660], [3.862490, -4.159706, 2.068562], [2.208696, -2.979630, 1.120026], [3.105544, -2.382057, 0.208409], [-0.031357, -4.862561, 1.680697], [0.208769, -3.185868, 2.104086], [-0.187176, -4.319041, 3.367913], [3.885448, -3.073157, -0.114477], [3.570442, -1.489054, 0.626072], [2.531599, -2.136275, -0.684585], [1.696984, 3.741198, 1.140079], [0.818561, 3.775613, 1.922537], [0.804198, 3.097377, 3.094857], [-0.282141, 3.599360, 3.891335], [-1.259476, 3.974133, 2.808691], [-0.359175, 4.406303, 1.745909], [-0.637170, 2.802631, 4.542606], [0.024432, 4.408468, 4.558945], [-1.960142, 4.777034, 3.019297], [-1.828553, 3.108505, 2.461792], [-2.743213, 0.237032, 2.458066], [-1.790652, 0.232926, 1.755437], [-1.784669, 0.115927, 0.422370], [-0.438884, 0.403252, -0.042973], [0.357476, 0.087674, 1.176228], [-0.528967, 0.473090, 2.222612], [-0.151016, -0.171880, -0.911238], [-0.469231, 1.469369, -0.276755], [1.287880, 0.662800, 1.186684], [0.726015, -0.925118, 1.353868], [2.026639, -1.319890, 3.410462], [2.608156, -0.314996, 3.615174], [3.176978, 0.457342, 2.666284], [3.922895, 1.539825, 3.273115], [3.428337, 1.490464, 4.715941], [2.765628, 0.247101, 4.839777], [4.969256, 1.319117, 3.056270], [3.680530, 2.514607, 2.852358], [2.738459, 2.320977, 4.879301], [4.180976, 1.580941, 5.498667]], "atomic_forces_ev_per_a": [[-0.09, -0.50, -0.50], [-0.15, 0.55, -0.48], [-0.24, -0.77, 0.33], [0.39, -0.05, -0.40], [0.39, -0.61, -0.11], [-0.38, 1.24, 0.33], [-0.30, -0.70, 0.12], [0.27, 0.03, 0.35], [0.02, 0.15, -0.08], [0.01, 0.27, 0.10], [-0.04, 0.11, 0.30], [0.11, 0.24, -0.05], [0.11, 0.05, -0.02], [-0.36, -0.28, 0.57], [0.12, 0.75, -0.67], [0.21, 0.48, 0.05], [-0.27, 0.45, 0.10], [0.47, 0.81, -0.12], [-0.15, -0.91, -0.11], [-0.06, -0.15, 0.54], [0.00, -0.11, -0.09], [0.06, 0.09, -0.07], [0.11, 0.08, -0.16], [0.06, -0.60, 0.04], [-0.09, -0.31, -0.18], [-0.16, -0.23, 0.04], [-0.72, -0.95, -0.53], [1.55, 0.47, 0.02], [-0.10, -0.85, -0.13], [0.18, -0.27, 0.06], [-0.60, 0.65, -0.06], [0.55, 0.19, 0.13], [-0.44, 0.68, -0.08], [0.14, 0.20, 0.20], [0.03, 0.20, 0.17], [-0.02, 0.20, 0.02], [-0.31, 0.16, 0.20], [-0.46, 0.03, -0.16], [0.19, -0.17, 0.08], [0.00, -0.27, -0.10], [0.08, -0.27, 0.19], [-0.16, -0.17, -0.25], [0.59, -0.15, 0.50], [0.26, 0.10, -0.24], [-0.39, -0.47, -0.56], [-0.23, 0.19, 0.27], [0.35, 0.16, 0.89], [0.03, 0.05, 0.04], [-0.09, 0.12, 0.16], [-0.17, 0.19, 0.01], [-0.19, 0.15, -0.07], [0.20, -0.10, -0.36], [-0.22, -0.18, -0.33], [-0.89, 0.79, -0.53], [0.16, -0.39, 0.54], [0.31, 0.20, -0.34], [-0.05, -0.09, 0.20], [-0.50, -0.15, -0.15], [0.45, 0.05, -0.78], [0.16, -0.16, 0.12], [0.18, -0.06, 0.09], [0.33, -0.28, 0.20], [0.00, -0.04, 0.28], [-0.09, -0.02, 0.12], [-0.12, 0.18, 0.16], [1.09, 0.16, -0.72], [-1.28, -0.65, 0.77], [0.50, 0.54, 0.47], [-0.33, -0.64, 0.39], [-0.13, 0.23, -0.46], [-0.34, 0.05, 0.23], [-0.03, -0.18, -0.26], [0.24, 0.22, -0.43], [0.21, 0.13, 0.14], [0.14, -0.02, -0.03], [-0.86, -0.12, 0.34], [0.90, 0.67, -0.18], [-0.05, -0.39, -0.16], [-0.65, -0.11, 0.11], [1.73, 0.48, 0.10], [-0.30, -0.29, 0.07], [-0.41, -0.18, -0.15], [0.45, -0.03, -0.06], [-0.33, 0.39, 0.29], [-0.68, -0.28, -0.40], [-0.29, -0.66, -0.08], [0.19, 0.99, 0.44], [0.10, 0.45, -0.10], [0.00, -0.39, -0.15], [0.33, 0.68, 0.37], [-0.04, -0.28, -0.16], [0.04, 0.07, 0.51], [-0.24, -0.30, -0.44], [-0.29, -0.25, -0.02], [0.22, -0.25, -0.22]]}